Record 1
Here is 8 unconnected molecules or ions with the total composition H15O11S in a non-equilibrium geometry from the Open Molecules 2025 dataset. Energies are from ωB97M-V/def2-TZVPD.

Cartesian coordinates (Å):
S -2.53145 -0.73965 -1.18259
O -0.98504 -0.87578 2.24641
O -0.94325 2.79885 0.11582
O 0.19936 -0.52758 -3.51384
O 0.94739 2.13735 2.27871
O -2.20747 -0.15918 -2.47259
O 3.35273 -0.79729 1.01263
O 1.09986 0.58855 -0.04468
O 0.77804 -2.38107 -0.18584
O -3.41826 0.18127 -0.51563
O -1.32270 -0.81699 -0.43242
O -3.18173 -1.95579 -1.34340
H -0.54628 -0.34267 -3.02559
H 0.28874 2.60612 2.77518
H 0.21206 0.25493 -0.23084
H 3.82233 -1.64990 0.81896
H -0.84852 3.81924 -0.03891
H 0.85505 1.32293 2.76459
H -0.99755 -0.81875 1.25939
H 3.96438 -0.43836 1.55382
H -0.78590 -1.74836 2.48100
H 1.57521 -0.06943 0.33711
H 0.09409 -0.03034 -4.29940
H -1.73272 2.47391 0.47337
H 1.10105 1.31133 0.49178
H -0.06913 -2.03164 -0.32432
H 1.27974 -2.11174 -0.99872

Results
E_LUMO: 1.9 eV
HOMO: -0.120 Ha
Energy above the lowest of the compared OMol25 structures with the same formula, charge and spin: 64.4 kJ/mol
Total charge: -1

***

Record 2
Here is a molecular structure, H15O7 in a non-equilibrium geometry from the Open Molecules 2025 dataset. Energies are from ωB97M-V/def2-TZVPD.

Cartesian coordinates (Å):
O -1.07199 0.37399 -2.96042
O 0.49142 -0.53744 1.70039
O 2.25015 0.07629 0.13334
O -3.88647 -0.19206 0.51091
O 4.15178 -4.48515 -1.66704
O -1.32419 0.62886 0.52254
O -0.45586 3.32317 1.81489
H 2.30555 0.70195 -0.59780
H 1.09572 0.28479 1.63126
H 1.21758 -0.96664 1.10887
H -2.22854 0.17842 0.72109
H 4.84640 -3.92787 -2.03166
H 3.15858 -0.12455 0.41270
H -1.13424 3.99411 1.71237
H -4.08827 -1.13474 0.53683
H -1.58830 -0.34923 -3.33859
H -4.54142 0.22229 -0.05990
H 3.98659 -4.06682 -0.81400
H -1.38394 1.46927 1.02829
H -1.73618 1.06017 -3.13957
H 0.45445 3.56240 1.64554
H -0.51883 -0.09121 1.12993

Results
E_LUMO: -3.2 eV
HOMO: -0.501 Ha
Energy above the lowest of the compared OMol25 structures with the same formula, charge and spin: 237.4 kJ/mol
Total charge: +1

***

Record 3
Here is 7 unconnected molecules or ions with the total composition H15O7 in a non-equilibrium geometry from the Open Molecules 2025 dataset. Energies are from ωB97M-V/def2-TZVPD.

Cartesian coordinates (Å):
O 10.62000 10.96200 15.20800
O 10.94600 12.68700 13.30000
O 11.43300 7.31900 14.13100
O 11.15600 13.25500 16.33800
O 8.19600 12.52600 16.71600
O 10.65000 9.57300 12.63400
O 8.70800 8.93900 15.51600
H 11.09500 12.65900 12.33100
H 11.46000 10.02500 12.55000
H 7.85400 9.01800 15.31000
H 10.73800 13.98900 16.76700
H 11.25400 8.20400 13.84100
H 10.66700 6.84000 13.92800
H 10.64000 11.84400 15.52000
H 8.23400 12.89400 17.65500
H 7.33000 12.10300 16.85800
H 10.51100 10.94100 14.23600
H 8.64800 8.33800 16.29400
H 10.42900 9.44900 11.73400
H 9.86200 10.59000 15.48300
H 11.95600 13.42900 15.98400
H 10.32700 13.41600 13.54900

Results
E_LUMO: -3.1 eV
HOMO: -0.501 Ha
Energy above the lowest of the compared OMol25 structures with the same formula, charge and spin: 267.5 kJ/mol
Total charge: +1

***

Record 4
Here is 7 unconnected molecules or ions with the total composition H16NO6 in a non-equilibrium geometry from the Open Molecules 2025 dataset. Energies are from ωB97M-V/def2-TZVPD.

Cartesian coordinates (Å):
O -1.21884 -0.36854 -2.40820
O 1.99577 0.68113 -0.20192
O -0.73145 1.16080 0.79670
O 1.39810 3.43027 -0.22482
O 0.11402 -2.40257 -1.19514
O -2.06106 -1.72282 1.84233
N 0.77910 -1.30183 1.13924
H -1.26667 1.57976 1.48599
H 0.06184 -1.95335 1.45358
H 1.20662 3.92672 -1.02472
H 1.51529 -1.17479 1.82384
H -2.53644 -2.48298 2.21552
H 0.09947 -3.23014 -1.67786
H 1.12206 -1.44748 0.18038
H 2.48301 1.43385 0.14983
H 1.47210 1.07765 -0.90179
H -1.67507 -0.11542 -3.22407
H -2.84347 -1.35944 1.40056
H 1.41940 4.01536 0.53734
H -1.03095 0.53167 -2.10328
H 0.29284 -0.39531 0.98618
H -0.11881 1.89536 0.61230
H -0.47686 -1.77790 -1.66198

Results
E_LUMO: -2.9 eV
HOMO: -0.535 Ha
Energy above the lowest of the compared OMol25 structures with the same formula, charge and spin: 113.3 kJ/mol
Total charge: +1

***

Record 5
Here is a molecular structure, H16O32S6Zn3 in a non-equilibrium geometry from the Open Molecules 2025 dataset. Energies are from ωB97M-V/def2-TZVPD.

Cartesian coordinates (Å):
Zn -0.49806 3.18876 1.31631
Zn 0.58445 0.60505 -4.71392
Zn 0.21210 -3.00802 3.13774
S -1.26938 0.74337 5.00177
S 2.60694 4.90174 3.73587
S 3.27334 -3.02062 -5.18917
S 3.91422 -3.90221 0.82457
S -0.43005 4.73257 -3.05157
S -0.16818 -0.06740 -0.27542
O -0.27664 4.60574 -1.61846
O -1.16281 1.79325 4.03040
O -2.64183 0.27223 5.07640
O 1.77934 4.90265 2.54646
O 2.99718 -4.72581 0.02642
O -4.04067 2.05085 -2.96751
O -2.06570 -0.69737 -5.54904
O -4.86416 0.85837 1.67245
O -2.79782 -3.44521 3.43910
O 3.13621 -3.38320 1.94028
O 0.79915 5.39569 -3.53795
O -1.60916 5.48565 -3.44608
O -0.33079 -0.32760 4.65006
O -0.89192 1.28222 6.29675
O 3.66288 -3.40239 -6.54886
O -0.06916 -5.88689 2.07472
O -1.00269 -3.87312 -3.47797
O 2.03795 4.30950 4.95074
O 0.00349 -0.30953 -1.70940
O 2.22348 -2.01218 -5.35701
O 4.39364 -2.43951 -4.44466
O -0.47889 3.37357 -3.62415
O 0.83811 0.87729 0.19486
O 4.62877 -2.89539 0.00702
O 3.78447 4.15641 3.36779
O -1.35362 0.70635 0.00053
O 2.80400 -4.16172 -4.40365
O -3.04160 4.92045 1.51514
O 4.33204 0.26783 1.67779
O 3.02957 6.28583 3.89987
O 4.86273 -4.75385 1.52592
O -0.12273 -1.38775 0.40423
H 0.51567 -5.97704 1.32233
H -3.41626 -4.16775 3.33088
H -3.67106 2.88225 -3.26481
H 4.51640 -0.56953 1.25229
H -2.97378 -0.51728 -5.79236
H -3.24571 -2.83105 4.02086
H -3.10901 5.65286 0.90256
H -0.48756 -6.74382 2.15749
H -4.15774 1.09358 1.07087
H -2.02321 -1.65025 -5.46879
H -3.40544 1.71905 -2.33298
H -0.26394 -3.88946 -4.08642
H -0.69157 -3.35361 -2.73665
H 3.43696 0.47971 1.41290
H -3.39517 5.26140 2.33670
H -4.41682 0.59534 2.47676

Results
E_LUMO: 7.5 eV
HOMO: 0.196 Ha
Total charge: -6

***

Record 6
Here is 8 unconnected molecules or ions with the total composition H16O8 from the Open Molecules 2025 dataset. Energies are from ωB97M-V/def2-TZVPD.

Cartesian coordinates (Å):
O 3.49198 -2.13650 1.69395
O -0.49288 -4.64855 -3.10325
O -1.40561 0.31549 -0.54700
O -3.81455 2.25797 6.08267
O 0.73423 3.88367 -5.70317
O 3.24446 2.56677 1.84703
O -0.21627 -1.25383 4.69310
O -2.04556 -0.09916 -5.92503
H -0.85067 -5.45621 -3.47189
H -3.51688 2.47654 6.96576
H 3.05326 1.63611 1.73055
H 0.46834 -1.30414 4.02602
H -1.25160 0.23468 0.39427
H 3.16856 -3.03219 1.59715
H 4.43067 -2.19993 1.51766
H -3.20414 1.58404 5.78359
H -1.15767 -4.35371 -2.48086
H -1.27269 1.24499 -0.73300
H 0.18621 -1.62452 5.47848
H 3.66479 2.61981 2.70537
H -1.25559 -0.63148 -6.01892
H -2.33146 -0.25078 -5.02419
H 0.42970 4.78490 -5.59697
H -0.05653 3.38611 -5.91141

Results
E_LUMO: 0.2 eV
HOMO: -0.419 Ha
Energy above the lowest of the compared OMol25 structures with the same formula, charge and spin: 281.1 kJ/mol
SMILES: O.O.O.O.O.O.O.O
Total charge: 0

***

Record 7
Here is 8 unconnected molecules or ions with the total composition H16O8 in a non-equilibrium geometry from the Open Molecules 2025 dataset. Energies are from ωB97M-V/def2-TZVPD.

Cartesian coordinates (Å):
O 0.45358 1.71733 -1.88871
O -1.38342 -0.94967 1.88529
O -0.70442 3.15033 0.21129
O -3.54942 -1.26067 0.47629
O 0.48158 2.20033 2.42829
O 0.35058 -0.12367 -0.12571
O 1.56558 -2.25267 -1.08271
O 2.70358 -0.86767 -3.19871
H 2.37258 -2.75167 -0.98371
H 1.02658 -0.79067 -0.25671
H 2.28358 -1.43767 -2.59371
H -0.23142 1.83433 2.96129
H 1.96958 -0.69167 -3.77371
H -0.11742 -0.64567 0.55929
H 0.68758 1.46533 1.86729
H -2.67042 -0.97167 0.65529
H -1.55642 -1.84767 2.28329
H 1.29558 2.09433 -1.60871
H 0.80458 -2.77767 -0.86371
H -1.82742 -0.38567 2.53329
H -0.19642 2.95333 1.02529
H -0.10642 2.78533 -0.38871
H 0.45158 0.86333 -1.39771
H -4.10342 -1.30967 1.27629

Results
E_LUMO: -0.6 eV
HOMO: -0.362 Ha
Energy above the lowest of the compared OMol25 structures with the same formula, charge and spin: 289.4 kJ/mol
SMILES: O.O.O.O.O.O.O.O
Total charge: 0

***

Record 8
Here is 8 unconnected molecules or ions with the total composition H16O8 in a non-equilibrium geometry from the Open Molecules 2025 dataset. Energies are from ωB97M-V/def2-TZVPD.

Cartesian coordinates (Å):
O -2.80603 -1.92479 -0.30917
O -0.36767 3.00396 1.57986
O -0.20921 2.31450 -0.86451
O -3.14262 0.45858 -1.08238
O 6.67854 -0.01529 -0.37120
O 1.70210 -0.49336 -0.63856
O -3.79144 -1.17442 1.01050
O 2.23867 -2.13099 1.07842
H 6.01684 -0.68143 -0.58894
H -1.87039 -1.77010 -0.48137
H -3.42466 -0.31494 0.77438
H -4.70569 -0.98214 1.24752
H -0.51906 1.97074 -0.01904
H 1.59129 -2.34897 0.39844
H -2.45624 1.11427 -1.24949
H -0.44359 3.24902 -0.83778
H -3.50316 0.26865 -1.95584
H 1.27642 -0.97332 -1.35788
H 6.83598 -0.14048 0.57141
H -3.23229 -1.75025 -1.15583
H -0.05752 2.34155 2.20756
H 0.38503 3.14242 0.99397
H 0.97686 -0.26956 -0.04448
H 2.82782 -2.89365 1.09440

Results
E_LUMO: 0.0 eV
HOMO: -0.308 Ha
Energy above the lowest of the compared OMol25 structures with the same formula, charge and spin: 588.3 kJ/mol
SMILES: O.O.O.O.O.O.O.O
Total charge: 0

***

Record 9
Here is 8 unconnected molecules or ions with the total composition H16O8 from the Open Molecules 2025 dataset. Energies are from ωB97M-V/def2-TZVPD.

Cartesian coordinates (Å):
O 1.77877 0.22495 -2.39429
O -2.94368 -1.45122 -2.10210
O 2.07383 -0.54352 2.76954
O -0.76504 1.08455 2.71874
O -0.86725 -2.29061 -0.33565
O 2.40784 3.27529 -1.07077
O 0.19657 0.63850 0.07977
O -2.70067 -0.71292 1.12006
H -0.26000 -0.13467 -0.28105
H 0.95459 0.76495 -0.50383
H -1.38703 -1.79014 0.32717
H -3.25127 -1.47188 1.34947
H 2.48745 2.46595 -1.59155
H 1.46723 -0.17225 2.11014
H 2.93485 -0.16649 2.55940
H -0.31019 1.84956 3.08617
H -2.13816 -1.66648 -1.59476
H -3.25191 0.05536 1.30160
H 2.60896 -0.07373 -1.99969
H 1.66614 -0.33443 -3.17177
H -0.61135 1.14501 1.75863
H -0.00253 -2.40747 0.07650
H 2.97833 3.91082 -1.51656
H -3.06548 -2.19915 -2.69518

Results
E_LUMO: 0.0 eV
HOMO: -0.390 Ha
Energy above the lowest of the compared OMol25 structures with the same formula, charge and spin: 198.9 kJ/mol
SMILES: O.O.O.O.O.O.O.O
Total charge: 0

***

Record 10
Here is 8 unconnected molecules or ions with the total composition H16O8 in a non-equilibrium geometry from the Open Molecules 2025 dataset. Energies are from ωB97M-V/def2-TZVPD.

Cartesian coordinates (Å):
O -1.76324 -0.14330 -1.69723
O -2.79139 0.93161 0.41286
O 1.51407 -1.99920 -0.65775
O -0.82669 -0.45356 1.53808
O -0.05903 -2.42643 -2.58223
O 0.30271 3.09671 1.79577
O 0.65856 0.81614 -0.24871
O 3.35218 -0.93581 1.05084
H 0.65238 1.50091 0.34070
H -3.58868 1.07860 0.95759
H -0.24075 3.80373 2.03923
H -2.13536 0.52396 0.85591
H -0.26022 0.24789 1.72255
H 0.90206 1.15204 -1.16342
H -0.48076 -3.24115 -2.46042
H -2.39788 -0.15481 -0.97099
H 2.63819 -1.31679 0.59772
H 1.59458 -2.31916 -1.61400
H 3.28861 0.04169 0.89113
H 0.73222 2.91819 2.64714
H 1.13657 -1.17695 -0.68201
H -1.16451 0.60988 -1.42651
H -0.54536 -0.75013 0.71417
H -0.51826 -1.80406 -2.06042

Results
E_LUMO: -0.1 eV
HOMO: -0.384 Ha
Energy above the lowest of the compared OMol25 structures with the same formula, charge and spin: 287.3 kJ/mol
SMILES: O.O.O.O.O.O.O.O
Total charge: 0

***

no.,molecular weight (g mol⁻¹),frontier orbital gap (eV)
1,223.2,5.11
2,127.1,10.46
3,127.1,10.49
4,126.1,11.64
5,916.7,2.13
6,144.1,11.55
7,144.1,9.23
8,144.1,8.37
9,144.1,10.58
10,144.1,10.34